273
Properties=species:S:1:pos:R:3:forces:R:3:lowdin_charge:R:1 method="wB97M-V/def2-TZVPD" homo_energy_ev=-10.8938 e_lumo_ev=-9.55 total_charge=+3
C 1.5344 5.9432 -2.7326 -0.789 0.569 0.869 0.0513
C 0.1069 5.7613 -2.3132 -0.146 -1.837 -2.578 -0.3644
O -0.4915 4.7135 -2.4562 0.245 2.263 1.200 0.1178
N -0.6071 7.0573 -2.0260 -2.805 -0.394 0.184 0.1135
H -0.1663 7.4727 -1.2178 0.839 0.384 2.442 0.0963
H -0.4808 7.7874 -2.7124 0.346 -0.119 -0.904 0.1779
C -2.1420 6.9151 -1.7593 1.025 -0.258 0.204 0.0440
H 1.5642 6.6998 -3.5167 -0.005 -0.169 -0.355 0.1099
H 1.9068 4.9717 -3.0577 0.337 0.352 0.206 0.0986
H 2.0357 6.4404 -1.9023 0.596 -0.411 0.132 0.0923
H -2.2141 6.1902 -0.9485 -0.130 -0.086 -0.323 0.0673
H -2.6543 6.6084 -2.6711 0.365 -0.261 0.106 0.0926
H -2.6122 7.8378 -1.4193 0.717 0.246 -0.059 0.1053
C 5.1294 -1.9343 0.1662 0.725 -0.303 0.278 0.0455
C 5.3571 -1.0961 1.3561 -1.914 -0.178 0.008 -0.3861
O 4.6911 -1.1395 2.3530 1.225 0.871 -0.205 0.1357
N 6.3509 0.0506 1.1657 0.253 -0.588 0.675 0.0989
H 6.0129 0.7485 0.5186 -0.777 0.657 -2.410 0.0865
H 6.2406 0.5727 2.0232 0.457 0.008 0.704 0.1549
C 7.8233 -0.2587 0.9153 -0.158 -0.635 1.267 0.0495
H 6.1085 -2.3582 -0.0570 -0.118 -0.040 -0.847 0.1034
H 4.7377 -1.2624 -0.5975 0.381 -0.025 -0.482 0.1028
H 4.4551 -2.7669 0.3667 0.015 0.064 0.295 0.0916
H 8.1682 -0.3014 1.9484 0.839 0.366 -0.318 0.1020
H 8.3216 0.4601 0.2648 -0.455 0.158 0.283 0.1151
H 8.0125 -1.2694 0.5537 -0.634 0.124 -0.360 0.0986
C 1.6421 -3.2688 -1.8573 1.933 -1.000 -0.789 -0.1020
C 1.3831 -1.8107 -1.6353 -1.021 0.030 1.681 -0.1979
C 1.0918 -1.7106 -0.1067 -0.676 2.006 -0.923 -0.0622
N 0.8633 -0.2254 0.4596 1.771 -1.214 1.678 -0.1619
C 0.5649 -0.4643 1.9682 -0.875 0.977 -1.248 0.0329
C -0.2977 0.6043 -0.1644 1.154 -0.647 0.722 -0.0463
C 0.3151 1.9542 -0.5125 -0.615 1.003 -0.197 -0.1430
C 1.5747 2.1172 0.3099 0.078 -0.927 0.607 -0.1432
C 2.0961 0.6846 0.3943 0.792 0.667 -1.520 -0.1013
H 2.5212 -3.6487 -1.3368 -0.070 0.044 0.719 0.0764
H 2.0011 -3.4345 -2.8731 -0.634 -0.034 -0.387 0.0764
H 0.8009 -3.9284 -1.6444 -0.057 0.228 -0.055 0.0741
H 0.4876 -1.6619 -2.2386 -0.162 0.855 0.138 0.0990
H 2.1655 -1.1061 -1.9175 0.126 -0.350 -0.175 0.0927
H 1.8880 -2.1656 0.4824 0.060 0.265 0.042 0.1177
H 0.1430 -2.1886 0.1370 0.115 -0.140 -0.019 0.1025
H 1.2509 -1.1242 2.4992 0.209 0.077 -0.533 0.0873
H -0.4624 -0.8284 1.9853 0.168 -0.188 0.286 0.0787
H 0.5464 0.5431 2.3839 0.073 -0.131 0.326 0.0891
H -0.9984 0.7648 0.6549 -0.326 -0.272 -0.291 0.0992
H -0.7062 -0.0546 -0.9306 -0.166 0.537 -0.105 0.1102
H -0.3756 2.7327 -0.1886 -0.275 -0.039 -0.326 0.0915
H 0.5345 2.1669 -1.5588 -0.094 -0.491 -0.121 0.1013
H 1.3771 2.4590 1.3259 -0.246 0.323 0.048 0.0908
H 2.2899 2.8016 -0.1465 0.087 -0.168 0.059 0.1192
H 2.9065 0.5971 1.1180 -0.755 -0.766 0.770 0.1151
H 2.6622 0.5520 -0.5277 -0.363 -0.569 -0.440 0.1153
C -6.3775 -5.9708 -1.0061 0.623 0.165 -0.893 0.0209
C -5.8027 -4.7112 -0.2023 -1.242 -0.456 0.414 -0.3922
C -5.9557 -4.8753 1.3235 1.236 -0.884 -0.098 -0.1165
C -5.0791 -6.0493 1.8666 -0.283 0.545 0.404 -0.1336
C -3.5948 -5.8492 1.5498 0.355 1.809 -0.505 -0.1117
C -3.2270 -5.6627 0.0530 1.093 0.990 -0.262 -0.3890
N -4.2952 -4.6842 -0.5198 1.942 4.735 -6.932 0.1669
O -3.9067 -3.8087 -1.5937 -2.385 -5.754 7.292 0.1179
C -3.2683 -6.9745 -0.7177 -1.065 -1.223 -0.336 0.0057
C -1.7673 -5.0931 -0.1290 -0.301 0.831 0.304 -0.0015
C -6.5448 -3.4081 -0.5521 0.244 0.300 -2.234 -0.0294
H -7.4556 -6.1263 -0.9660 -0.042 0.617 0.714 0.1064
H -5.9344 -6.9509 -0.8290 0.177 0.301 0.793 0.0732
H -6.1897 -5.8620 -2.0743 0.134 0.535 -0.120 0.0932
H -6.9942 -4.9488 1.6462 -0.146 -0.536 -0.623 0.1386
H -5.6992 -3.9056 1.7500 0.647 -0.134 0.258 0.1066
H -5.4117 -7.0441 1.5703 -0.287 0.150 -0.291 0.1148
H -5.2697 -5.9977 2.9386 0.509 -0.291 0.174 0.1223
H -2.8300 -6.5162 1.9478 -0.521 -0.510 0.086 0.1420
H -3.3013 -4.8750 1.9405 -0.063 0.165 0.548 0.1153
H -3.7063 -7.6961 -0.0281 -0.087 -0.280 -0.240 0.0962
H -2.3059 -7.3779 -1.0324 0.222 0.550 0.284 0.0960
H -3.8781 -6.9783 -1.6211 0.028 0.235 0.036 0.0908
H -1.6194 -4.0619 0.1916 -0.666 0.278 0.011 0.0635
H -1.3652 -5.1365 -1.1411 -0.476 -0.282 -0.149 0.0726
H -1.0460 -5.5956 0.5155 -0.421 -0.704 0.013 0.0791
H -6.5182 -3.2186 -1.6252 0.553 -0.117 -0.317 0.0793
H -6.1865 -2.4697 -0.1290 0.235 -0.450 0.536 0.0777
H -7.6318 -3.4415 -0.4789 0.065 -0.653 0.975 0.1080
C -5.6970 2.7185 -4.2935 0.103 0.720 -1.571 -0.0061
C -4.6993 2.3445 -3.1969 -0.064 0.124 1.276 -0.4041
C -5.2165 1.1163 -2.4531 0.837 -1.519 0.129 -0.1299
C -4.9682 -0.2434 -3.1493 -0.054 0.217 -0.083 -0.1412
C -3.4763 -0.4642 -3.4516 -0.920 0.397 1.308 -0.1440
C -2.8487 0.5626 -4.3643 -0.448 -0.044 -0.714 -0.3646
N -3.3354 2.0475 -3.9031 3.183 5.652 -4.359 0.1799
O -2.7322 3.1327 -4.5130 -3.777 -7.391 4.406 0.1377
C -3.4587 0.4669 -5.8008 0.584 0.271 -0.631 0.0166
C -1.3411 0.2863 -4.3721 0.485 1.132 -0.167 -0.0069
C -4.4998 3.4368 -2.1026 0.034 0.850 -0.329 -0.0105
H -6.0670 1.8912 -4.8992 0.216 -0.427 0.409 0.0859
H -5.2592 3.3830 -5.0384 0.240 0.202 0.143 0.0933
H -6.5991 3.2419 -3.9768 0.254 -0.095 0.790 0.1100
H -6.2639 1.2478 -2.1814 -0.126 0.228 -0.535 0.1420
H -4.7497 1.0153 -1.4733 0.410 0.362 0.093 0.0940
H -5.5559 -0.3883 -4.0558 -0.123 0.132 -0.047 0.1145
H -5.2943 -1.0049 -2.4407 0.019 -0.101 -0.156 0.0928
H -3.2828 -1.4676 -3.8309 -0.065 0.170 -0.372 0.1214
H -2.9547 -0.4366 -2.4949 0.166 0.080 0.143 0.1104
H -4.5252 0.6440 -5.9394 0.046 -0.077 0.562 0.0823
H -3.2310 -0.5215 -6.2001 -0.103 -0.327 0.443 0.1131
H -2.9596 1.1066 -6.5287 0.180 0.420 0.358 0.1003
H -0.7471 0.9394 -5.0114 -0.303 0.150 -0.191 0.0917
H -1.1684 -0.7283 -4.7311 -0.361 -0.089 -0.090 0.0923
H -0.8631 0.3440 -3.3941 -0.366 0.046 0.257 0.0730
H -5.4597 3.6222 -1.6205 -0.259 -0.324 -0.234 0.1003
H -4.1944 4.4185 -2.4646 0.082 -0.123 -0.501 0.0749
H -3.8406 3.2057 -1.2658 0.229 -0.742 -0.295 0.0688
C -6.1306 4.9855 1.9250 -0.342 0.141 -0.031 -0.0300
C -4.9491 5.2619 2.8595 -0.138 1.322 0.027 -0.3753
C -4.9783 4.1762 4.0053 -0.364 -0.999 -0.982 -0.1207
C -3.7872 4.0659 4.9012 0.741 1.692 0.529 -0.1551
C -2.5310 3.9243 4.0187 -2.223 -1.528 0.950 -0.1397
C -2.3119 4.9425 2.8969 1.423 -0.688 -0.368 -0.3562
N -3.6182 5.1693 2.1064 -1.280 -3.471 -6.450 0.1636
O -3.7191 4.8841 0.7442 1.269 2.165 8.980 0.1236
C -1.3070 4.1283 2.0221 0.277 0.652 -1.150 -0.0266
C -1.7651 6.2926 3.4780 -0.494 0.700 -1.004 0.0308
C -5.0611 6.7409 3.4495 0.330 -0.467 0.995 0.0079
H -7.0359 5.2120 2.4882 0.053 -0.251 0.305 0.1029
H -6.1680 3.9450 1.6024 0.190 -0.043 0.097 0.0948
H -6.2703 5.6036 1.0382 0.711 0.220 0.039 0.0935
H -5.0979 3.1896 3.5576 0.307 -0.038 -0.849 0.1204
H -5.9454 4.1978 4.5077 0.068 0.968 0.283 0.1424
H -3.9121 3.2112 5.5660 0.144 -0.112 -0.124 0.1258
H -3.7589 4.9415 5.5498 0.246 0.133 0.178 0.1158
H -2.7429 2.9375 3.6072 0.293 -0.053 -0.828 0.1016
H -1.5848 3.7487 4.5304 -0.044 0.687 0.231 0.1236
H -0.3787 3.8395 2.5149 0.023 0.861 0.676 0.0768
H -1.0112 4.6617 1.1187 0.040 0.205 0.018 0.0788
H -1.6392 3.1331 1.7266 -1.083 0.187 -0.079 0.0650
H -2.4975 7.0722 3.6878 -0.478 -0.532 0.107 0.0680
H -1.1912 6.8211 2.7167 0.664 -0.363 -0.120 0.0729
H -1.2271 6.1805 4.4193 0.164 -0.481 -0.297 0.1008
H -4.4007 7.0089 4.2742 0.713 -0.673 -0.203 0.0682
H -5.9723 6.7931 4.0454 -0.635 -0.035 -0.842 0.1024
H -4.9322 7.5701 2.7539 -0.492 -0.385 -0.382 0.1015
C 1.4535 -10.1246 -3.0981 -0.124 -0.768 -0.016 0.0036
C 0.8626 -8.8261 -3.6477 0.015 2.614 1.176 -0.3949
C 0.9604 -7.6669 -2.4909 -0.820 -0.667 -0.879 -0.1049
C 2.2937 -7.0530 -2.1520 -0.030 -0.812 0.038 -0.1803
C 2.8745 -6.5393 -3.4301 -0.429 0.960 -0.177 -0.1403
C 3.0047 -7.5147 -4.6157 -0.333 1.333 -0.481 -0.4394
N 1.6710 -8.2573 -4.8103 -0.396 -4.260 -6.828 0.1474
O 1.4481 -8.8224 -6.0935 1.344 3.731 8.143 0.1301
C 4.0961 -8.5243 -4.3922 0.854 -1.078 0.697 -0.0047
C 3.2550 -6.6473 -5.8618 -0.589 -0.900 -0.885 -0.0135
C -0.6012 -8.9233 -4.0891 0.180 -0.094 -0.588 -0.0167
H 0.9148 -10.3347 -2.1741 0.023 0.295 0.170 0.0994
H 2.5167 -10.1121 -2.8581 -0.246 0.263 -0.053 0.0753
H 1.2591 -11.0219 -3.6855 0.037 0.282 -0.565 0.1011
H 0.4886 -8.0055 -1.5684 -0.214 -0.495 -0.189 0.1141
H 0.3320 -6.8804 -2.9087 -0.088 0.145 0.114 0.0900
H 2.9548 -7.7177 -1.5959 0.128 -0.296 -0.271 0.1206
H 2.1470 -6.2607 -1.4180 -0.093 0.264 -0.191 0.0937
H 3.7574 -5.9474 -3.1887 0.640 -0.575 -0.575 0.1419
H 2.2145 -5.7852 -3.8589 -0.451 0.249 0.293 0.0978
H 3.9934 -9.0357 -3.4351 -0.058 0.197 0.045 0.0718
H 5.0417 -7.9883 -4.3121 -0.065 0.220 -0.143 0.1111
H 4.2466 -9.3233 -5.1182 -0.414 0.316 -0.409 0.1079
H 2.3984 -6.0369 -6.1477 -0.220 0.233 0.601 0.0749
H 3.3060 -7.2958 -6.7364 0.654 -0.048 0.011 0.0896
H 4.1453 -6.0273 -5.7563 -0.017 -0.247 0.106 0.1055
H -1.1100 -7.9851 -4.3103 0.528 0.548 0.439 0.0716
H -1.1615 -9.4384 -3.3087 0.018 -0.334 -0.291 0.0947
H -0.6461 -9.3660 -5.0841 -0.138 -0.818 0.361 0.0892
C 4.5910 6.3450 6.3380 -0.427 -0.198 -1.280 0.0158
C 4.9749 4.8437 6.4181 1.289 -0.992 1.119 -0.4061
C 4.3303 4.2588 7.6992 -1.088 -0.354 0.518 -0.1244
C 2.7940 4.0310 7.6260 1.083 0.930 0.662 -0.1826
C 2.5092 3.0226 6.5910 0.897 -1.496 -1.962 -0.1311
C 3.0186 3.3933 5.1041 1.007 -3.398 1.570 -0.3695
N 4.4580 4.0568 5.1913 0.543 3.771 -6.810 0.1387
O 4.9277 4.4402 3.9563 -2.326 -2.738 7.791 0.1425
C 2.1816 4.3680 4.4567 -2.164 2.262 -1.588 -0.0584
C 3.1058 2.0412 4.2170 0.561 1.599 0.348 0.0155
C 6.5282 4.5778 6.4151 -1.022 0.242 0.190 0.0084
H 5.0261 6.9403 7.1407 0.145 -0.485 0.119 0.1135
H 3.5068 6.4532 6.3683 0.007 -0.006 0.238 0.0748
H 4.8870 6.7924 5.3891 0.266 -0.114 -0.026 0.0958
H 4.5762 4.8521 8.5799 -0.005 0.827 -0.436 0.1357
H 4.6742 3.3065 8.1029 0.728 -0.414 -0.986 0.1269
H 2.2279 4.9468 7.4559 0.015 0.114 0.088 0.1137
H 2.5209 3.6362 8.6046 -0.277 0.112 -0.032 0.1314
H 1.4831 2.6573 6.6330 -0.370 0.610 -0.768 0.1303
H 3.0066 2.0740 6.7929 0.524 0.060 0.409 0.1179
H 2.4464 4.5412 3.4136 0.168 0.139 0.111 0.0855
H 2.0310 5.3283 4.9500 0.806 0.198 0.158 0.1012
H 1.1328 4.0716 4.4467 -0.014 -0.849 0.011 0.0912
H 3.7009 1.2714 4.7084 -0.555 -0.149 0.245 0.0895
H 3.5877 2.1803 3.2492 0.235 0.644 0.034 0.0697
H 2.0926 1.7695 3.9211 -0.069 -0.317 0.684 0.0755
H 7.0001 5.0421 7.2810 -0.250 0.313 -0.061 0.1036
H 6.9629 4.9755 5.4980 0.121 -0.277 0.103 0.0904
H 6.6740 3.5093 6.5737 0.189 -0.028 -0.463 0.0908
C 2.8181 -5.7247 1.3999 2.702 1.596 -1.712 -0.4370
O 2.7488 -4.7582 2.4749 -1.285 1.363 2.395 -0.1056
O 4.1465 -5.7411 0.9394 -3.288 -1.307 1.702 -0.2136
C 1.8921 -7.0167 1.7409 1.131 0.903 -0.964 -0.4901
F 0.5664 -6.7029 1.5810 -0.125 0.313 -0.030 0.0559
F 2.0921 -7.9867 0.7991 0.150 0.253 1.189 0.1070
F 1.9795 -7.4695 2.9903 0.386 -0.358 -0.580 0.1624
C 1.4895 -4.1175 2.9247 -0.685 -1.651 -1.573 -0.2622
C 1.5420 -3.2493 4.1665 1.321 -1.277 -0.103 -0.0769
H 0.6194 -2.7155 4.3945 0.013 0.144 -0.458 0.0612
H 1.6566 -3.9880 4.9598 0.371 0.440 0.450 0.0853
H 2.4322 -2.6241 4.0975 -0.118 0.333 0.389 0.0687
H 0.7100 -4.8559 3.1125 0.214 -0.620 0.305 0.0969
H 0.9776 -3.6099 2.1072 0.498 0.620 -0.719 0.0746
H 2.3560 -5.1868 0.5722 -1.558 -0.340 -0.519 0.0921
C 4.9329 2.3525 -2.2487 2.314 -1.371 2.597 -0.3967
O 4.2929 1.2940 -2.9477 -0.227 -0.033 -0.562 -0.1132
O 5.6665 1.7555 -1.1476 -1.536 1.437 -2.354 -0.2915
C 5.7331 3.3107 -3.2851 0.115 0.415 0.266 -0.4765
F 6.7830 4.0163 -2.7575 -0.490 -1.730 -0.554 0.1132
F 6.0370 2.6997 -4.4588 0.538 0.308 1.113 0.1284
F 4.9040 4.3356 -3.6550 -0.657 -0.287 -0.015 0.0675
C 3.1849 1.6220 -3.7942 -0.349 -0.396 1.255 -0.2556
C 2.6673 0.3630 -4.4741 1.118 0.215 -0.756 -0.0651
H 1.6231 0.3598 -4.7868 -0.004 0.488 0.067 0.0505
H 3.2902 0.3601 -5.3686 -0.235 -1.010 -0.223 0.0879
H 2.8106 -0.5410 -3.8824 0.307 0.125 -0.011 0.0637
H 3.4687 2.3744 -4.5300 -0.250 0.130 0.064 0.1174
H 2.3693 1.9397 -3.1446 -0.151 0.918 0.221 0.0892
H 4.2119 3.0852 -1.8863 -0.661 0.050 0.267 0.1112
C -3.5849 0.2021 1.7207 -1.657 3.686 -2.972 -0.4041
O -2.6656 0.2269 2.7823 -0.685 -1.179 0.574 -0.1298
O -3.6874 1.5075 1.0470 1.412 -3.395 1.008 -0.2898
C -3.4582 -1.1370 0.7787 2.430 2.513 0.737 -0.5296
F -4.0680 -1.0422 -0.3950 -0.116 0.217 -0.274 0.1316
F -2.1589 -1.5980 0.5094 -0.694 0.635 -0.034 0.0544
F -4.0008 -2.1105 1.4364 -1.174 -2.058 1.089 0.1529
C -3.1792 -0.1702 4.1003 1.727 0.605 0.116 -0.2057
C -1.9485 -0.0467 5.0494 -1.663 -0.651 -0.867 -0.0524
H -1.6152 0.9887 4.9782 0.413 -0.206 0.270 0.0584
H -2.3037 -0.3282 6.0407 0.249 0.336 0.196 0.0816
H -1.2258 -0.8027 4.7424 0.350 0.382 0.008 0.0593
H -3.5747 -1.1838 4.1648 -0.028 -0.060 -0.518 0.1163
H -3.9392 0.5241 4.4587 -0.260 0.127 -0.376 0.1073
H -4.6357 0.0911 1.9882 -0.070 -0.670 1.064 0.1292
C 1.4637 7.6249 1.4830 -1.681 2.149 -0.701 -0.4395
O 1.9330 9.0087 1.5937 0.145 -0.527 -0.173 -0.1032
O 0.3495 7.6427 0.6780 1.788 -1.325 -0.248 -0.2256
C 2.7189 6.7250 1.1989 -0.289 2.034 -1.969 -0.5216
F 3.3345 6.4890 2.3511 0.483 -0.684 0.493 0.1177
F 2.3492 5.5556 0.6272 0.463 -0.124 0.217 0.1046
F 3.6680 7.3273 0.3772 -1.338 -1.123 0.810 0.1089
C 2.6445 9.4206 2.7496 0.373 0.927 -0.378 -0.2682
C 2.8417 10.9761 2.7593 -1.201 -0.744 -0.133 -0.0556
H 3.1237 11.2895 3.7644 0.550 0.019 -0.190 0.0703
H 3.4623 11.3711 1.9550 0.554 -0.423 0.331 0.0756
H 1.9066 11.5055 2.5760 -0.411 -0.350 0.085 0.0684
H 3.6365 8.9719 2.8019 0.237 -0.168 -0.152 0.0986
H 2.1256 9.0844 3.6472 -0.335 0.112 0.276 0.1034
H 1.1769 7.3248 2.4908 -0.015 -0.312 0.740 0.1138
C -1.0536 -4.7979 -6.0519 -0.325 -3.145 -1.870 -0.4237
O -0.2384 -3.7736 -6.5750 1.347 1.435 2.359 -0.0989
O -0.6032 -6.0931 -6.4055 -0.666 2.877 2.684 -0.1698
C -1.5155 -4.5413 -4.5060 1.639 -1.776 -2.032 -0.5849
F -0.5019 -4.7952 -3.6835 1.567 0.340 0.908 0.1012
F -1.9072 -3.2972 -4.2877 -0.553 1.455 0.175 0.1256
F -2.4537 -5.3433 -4.0170 -1.422 -0.457 -0.543 0.1341
C 0.7882 -3.2215 -5.7067 0.323 1.228 -3.099 -0.2247
C 1.4563 -2.1031 -6.5980 0.782 -1.105 0.892 -0.0572
H 1.7483 -2.4938 -7.5728 -0.607 -0.098 -0.119 0.0824
H 0.9259 -1.1559 -6.6960 -0.271 -0.245 0.017 0.0598
H 2.4353 -1.9050 -6.1618 0.027 0.388 0.301 0.0532
H 1.5641 -3.9613 -5.5100 -0.166 -0.165 0.381 0.0965
H 0.4156 -2.7326 -4.8065 -0.221 -0.363 0.223 0.0785
H -1.9033 -4.5345 -6.6818 -1.201 -0.523 0.360 0.1370